{"formula": "C3H15NO3S", "method": "the ωB97M-V functional and the def2-TZVPD basis", "energy_ha": -801.9072, "orbital_gap_ha": 0.334, "homo_energy_ev": -9.03, "e_above_lowest_kj_mol": 111.6, "elements": ["H", "H", "H", "H", "H", "H", "C", "H", "C", "H", "S", "H", "O", "C", "O", "O", "N", "H", "H", "H", "H", "H", "H"], "coordinates": [[-2.18407, 1.08093, 2.11780], [-0.41462, 2.71623, -1.79549], [-0.64801, -0.42777, -1.87655], [-1.18456, -1.89879, 0.90522], [1.32133, -1.41105, 0.33123], [0.12860, -4.79332, 0.03795], [0.10776, -0.22850, -1.09389], [-1.30058, -2.72138, -0.63502], [0.50808, -1.64993, -0.45172], [0.31865, 1.04925, 0.56831], [-0.09205, -3.91996, 0.96647], [2.88517, 2.98449, 0.65828], [-0.48662, 3.56613, -2.34591], [-0.59920, -2.46809, 0.09744], [-2.07761, 0.15450, 1.85243], [3.17437, 2.98168, 1.48037], [-0.27304, 0.80186, -0.20086], [2.91715, 2.14457, 1.89078], [-1.42313, 3.57127, -2.51614], [0.93784, -2.18537, -1.25703], [0.95452, 0.20227, -1.62158], [-1.45110, -0.18781, 2.49878], [-1.11887, 0.63879, 0.38916]], "forces_ev_per_a": [[-0.2, -0.2, 0.0], [0.1, 1.6, -0.8], [0.0, 0.4, 0.5], [0.8, -0.7, -1.2], [-1.2, -0.7, -1.1], [0.2, -0.6, -1.3], [0.7, -1.9, 0.1], [-1.1, -0.3, -1.2], [1.3, 3.0, 0.4], [1.5, -0.1, -0.3], [0.1, -0.1, 2.1], [-2.2, -0.1, -6.0], [0.5, -2.0, 1.3], [-0.8, 1.5, 2.2], [-0.3, 0.4, 0.6], [2.1, -0.3, 6.3], [-2.8, 1.4, 1.5], [0.1, 0.3, -0.3], [-0.6, 0.3, -0.3], [0.9, -0.7, -0.8], [0.4, -0.6, -0.3], [0.0, -0.2, 0.1], [0.5, -0.4, -1.6]]}

---

{"formula": "C9H14BrNOSi", "method": "the ωB97M-V functional and the def2-TZVPD basis", "energy_ha": -3344.7142, "orbital_gap_ha": 0.324, "homo_energy_ev": -8.53, "e_above_lowest_kj_mol": 111.2, "elements": ["H", "H", "C", "C", "C", "H", "N", "H", "O", "C", "Si", "H", "H", "H", "H", "C", "H", "C", "H", "H", "H", "H", "H", "C", "C", "Br", "C"], "coordinates": [[1.12893, 0.20470, -0.93354], [0.94531, -0.40025, -2.44453], [-0.92648, -0.59774, -0.98762], [-1.53031, -1.73481, -1.89427], [0.62119, -0.59091, -1.42871], [-1.21848, 1.50132, -0.62257], [-2.01839, -0.97259, 2.24263], [-5.01856, 1.99951, 2.96017], [-4.00388, -0.02453, 0.65564], [-2.90474, -0.02983, 2.87347], [-1.12815, -1.00800, 0.88413], [-0.00862, -1.83624, 1.06713], [-2.44856, 0.82135, 3.43647], [-3.41005, -0.64734, 3.64772], [-1.45080, 1.04833, -2.43881], [-4.79192, 1.53138, 2.03037], [-0.93805, -1.80780, -2.75718], [-4.94400, 0.65758, -0.00553], [-2.56810, -1.63700, -1.99457], [-1.47477, -2.71125, -1.34541], [1.23843, -1.51525, -1.21152], [-2.61695, 0.88931, -1.21551], [-6.30167, 2.27404, 0.48348], [-1.56882, 0.73402, -1.30312], [-3.87143, 0.54230, 1.87064], [-5.13172, -0.03746, -1.80474], [-5.58013, 1.56404, 0.79810]], "forces_ev_per_a": [[0.5, 0.7, 0.9], [-1.3, 0.1, -0.8], [0.3, -0.5, -1.7], [0.5, -0.9, 3.5], [0.4, -0.7, 1.6], [0.7, 0.5, -0.2], [1.7, 1.4, -0.9], [0.0, 0.5, 0.3], [0.9, -0.1, 0.0], [-0.5, -1.1, -0.3], [-0.6, -0.2, 0.4], [1.1, -1.2, 0.3], [0.1, -0.7, -0.6], [-0.3, 0.6, -0.3], [0.4, -0.4, 2.2], [-0.7, -0.9, -1.2], [0.3, -0.1, -1.4], [-1.1, -0.5, -0.7], [-1.5, 0.5, -0.8], [0.4, 0.4, -0.5], [-1.2, 0.7, 0.3], [-1.0, -1.0, 0.4], [-0.6, 0.3, -0.1], [0.7, 1.5, -2.6], [-0.9, 0.7, 1.5], [-0.3, 0.7, 1.2], [1.9, -0.4, -0.2]]}

---

{"formula": "C7H14N2O", "method": "the ωB97M-V functional and the def2-TZVPD basis", "energy_ha": -459.8386, "orbital_gap_ha": 0.301, "homo_energy_ev": -7.46, "e_above_lowest_kj_mol": 105.6, "elements": ["H", "H", "H", "C", "N", "C", "C", "C", "H", "H", "H", "C", "H", "H", "H", "H", "H", "C", "O", "H", "N", "C", "H", "H"], "coordinates": [[-1.37783, -1.56924, -1.13941], [0.47735, 1.18943, -2.99590], [1.32582, 0.55500, 2.49393], [0.70140, 0.17068, -1.27334], [0.92062, 0.35476, -2.63436], [0.26980, -0.18665, 0.76299], [-0.16118, -1.51283, 1.38314], [1.40302, -0.28701, -0.23486], [-0.39154, 0.95723, 2.47507], [-2.50884, -0.60474, -0.17405], [-1.31627, 2.07298, -1.21576], [0.49630, 0.85497, 1.85502], [-0.18284, -2.30620, 0.64114], [2.79884, -1.02798, 0.82342], [0.53985, -1.79856, 2.16654], [-2.15025, -0.15753, -1.84760], [-1.74031, 1.79676, 0.34046], [-1.72593, -0.56319, -0.92989], [2.69277, -0.72166, -0.08273], [1.90616, 0.33453, -2.86150], [-0.97770, 1.72388, -0.32506], [-0.57525, 0.33305, -0.46825], [-1.14756, -1.42542, 1.83278], [0.72357, 1.81775, 1.40822]], "forces_ev_per_a": [[0.0, -0.2, 0.0], [0.2, 0.0, 0.0], [0.1, 0.0, 0.1], [0.2, -0.1, 0.4], [0.0, 0.0, -0.1], [0.4, 0.0, 0.3], [0.0, 0.2, -0.2], [-0.4, 0.1, -0.1], [-0.1, 0.0, 0.2], [-0.1, 0.0, 0.0], [-0.1, 0.0, 0.1], [0.0, 0.0, -0.3], [0.0, -0.1, 0.0], [0.1, 0.0, 0.0], [0.0, -0.1, 0.1], [-0.1, 0.0, -0.1], [-0.1, 0.1, -0.1], [0.3, 0.1, 0.1], [-0.2, 0.1, -0.1], [-0.1, 0.1, -0.1], [0.0, 0.2, 0.0], [0.2, -0.3, -0.4], [-0.1, 0.0, 0.1], [0.0, 0.1, 0.1]]}

---

{"formula": "C11H8BeNO5", "method": "the ωB97M-V functional and the def2-TZVPD basis", "energy_ha": -869.3752, "charge": 1, "orbital_gap_ha": 0.288, "homo_energy_ev": -13.03, "e_above_lowest_kj_mol": 85.7, "elements": ["H", "C", "H", "C", "O", "C", "O", "H", "O", "C", "C", "H", "C", "H", "C", "C", "O", "C", "Be", "H", "C", "O", "H", "H", "C", "N"], "coordinates": [[-6.52818, -1.30013, -0.49531], [0.56807, -1.71955, -0.48526], [-6.52834, -0.34280, 0.97944], [-2.52274, -1.19678, 0.52479], [0.77047, -2.79540, -0.77484], [0.24467, 1.68791, 0.50681], [0.27894, -0.75005, 2.84559], [1.74534, 0.32178, 0.13921], [0.43492, 0.84265, -2.80095], [-6.17615, -0.37323, -0.04922], [0.31989, -0.43440, 1.74962], [-1.85949, -1.92368, 1.00616], [-2.61358, 0.77200, -0.73152], [-2.00855, 1.54918, -1.21003], [-4.02027, 0.73763, -0.75248], [0.42198, 0.48622, -1.71316], [-0.05973, 2.78186, 0.78825], [3.96662, -2.21758, -0.45317], [0.29565, 0.00127, 0.01055], [-4.38984, -2.13678, 1.06651], [-3.92953, -1.29349, 0.54885], [5.08406, -2.46637, -0.48436], [-4.55597, 1.52445, -1.28481], [-6.56303, 0.47499, -0.59905], [-4.68141, -0.30442, -0.09210], [-1.94796, -0.17958, -0.09621]], "forces_ev_per_a": [[-0.1, 0.0, -0.1], [0.2, -3.5, -0.7], [-0.1, 0.1, 0.0], [-1.8, 0.1, -0.1], [-0.2, 1.8, 0.4], [-3.1, 6.4, 1.4], [0.4, 0.8, -2.5], [0.1, -0.4, -0.1], [0.3, -1.0, 2.9], [0.3, 0.2, -0.1], [-0.6, -1.4, 4.0], [-0.4, 0.1, -0.1], [-1.5, -0.4, 0.2], [-0.4, -0.1, 0.1], [1.0, 0.2, -0.1], [-0.4, 1.6, -4.4], [2.1, -4.7, -1.1], [2.8, -0.6, -0.1], [0.9, 0.3, 0.1], [0.0, 0.3, -0.2], [1.4, -0.2, 0.1], [-2.7, 0.6, 0.1], [0.0, -0.3, 0.2], [-0.4, 0.0, 0.0], [0.1, -0.1, 0.1], [2.2, 0.0, 0.0]]}

---

{"formula": "C5H15NO", "method": "the ωB97M-V functional and the def2-TZVPD basis", "energy_ha": -329.3950, "orbital_gap_ha": 0.326, "homo_energy_ev": -8.09, "e_above_lowest_kj_mol": 295.8, "elements": ["H", "C", "O", "H", "H", "C", "C", "H", "H", "H", "H", "C", "C", "H", "N", "H", "H", "H", "H", "H", "H", "H"], "coordinates": [[0.87417, 0.61668, -1.91661], [1.23004, 0.85121, -0.91728], [-0.39585, -2.45333, -1.01178], [-1.73808, -0.61274, 1.57906], [-1.03169, 0.13533, -1.91062], [1.84581, -0.46955, -0.43423], [-0.68927, -0.21983, 1.92604], [-1.63117, 1.63440, -1.45720], [1.56181, -0.53734, 0.60868], [-1.98796, 0.40182, -0.33788], [-0.57956, -1.74624, -1.57857], [-1.17924, 0.81157, -0.97991], [-0.15658, 1.11688, 1.28075], [-1.13496, -2.79945, -0.49946], [-0.00826, 1.28011, -0.17843], [1.29042, -1.29655, -0.75837], [2.84116, -0.57303, -0.51423], [-1.00328, 1.91164, 1.51904], [-0.67349, -0.16051, 2.95021], [0.81438, 1.39293, 1.75955], [1.75148, 1.85034, -0.83851], [0.00010, -1.13435, 1.70974]], "forces_ev_per_a": [[0.4, 0.9, -0.3], [-0.5, 1.1, 1.1], [1.1, -2.4, 1.5], [1.8, 1.2, 0.6], [0.3, 0.5, 1.9], [-3.2, 2.0, 2.0], [0.3, -2.5, -3.8], [-0.6, 1.4, -0.5], [0.7, 0.2, 0.6], [0.6, -0.1, -0.4], [-1.2, 1.5, -0.9], [-0.5, -0.8, 0.5], [-1.9, 0.8, 0.1], [-0.2, 0.6, -0.5], [-1.0, -2.2, -1.5], [-0.3, -1.1, -1.2], [3.5, -0.3, -0.6], [1.9, -1.3, 0.0], [-0.3, 0.5, 2.5], [-0.9, 0.0, -0.3], [0.8, -1.7, -0.6], [-1.0, 1.6, 0.1]]}

---

{"formula": "C6H8N2", "method": "the ωB97M-V functional and the def2-TZVPD basis", "energy_ha": -342.8058, "orbital_gap_ha": 0.334, "homo_energy_ev": -8.39, "e_above_lowest_kj_mol": 336.4, "elements": ["C", "H", "C", "C", "N", "H", "C", "C", "H", "H", "N", "H", "C", "H", "H", "H"], "coordinates": [[0.07982, 0.95879, 1.06821], [0.65700, -1.31572, -2.55898], [-0.28157, -0.78568, -0.74205], [-2.19115, -2.55773, -0.96034], [-0.46095, -0.15426, 0.46326], [1.83723, 2.09083, 1.59889], [1.45139, 1.49326, 0.62983], [0.64513, -0.61519, -1.77340], [-2.96929, -3.39911, -0.83362], [1.59212, -0.07994, -1.56434], [-0.73132, 1.44190, 2.02350], [2.15859, 0.61773, 0.40042], [-1.33675, -1.76399, -0.85337], [-1.48756, -0.22198, 0.79791], [-0.30561, 2.13857, 2.59263], [1.34292, 2.15253, -0.28856]], "forces_ev_per_a": [[-1.5, 1.5, 2.2], [-0.2, -0.6, -0.8], [1.2, -0.1, -2.6], [-4.2, -4.4, 0.6], [-2.5, 0.7, 1.1], [-0.6, -1.2, -2.6], [0.5, 0.1, 1.7], [-0.3, 0.3, 3.7], [1.8, 2.1, -0.6], [-1.0, 0.0, -0.4], [2.0, -1.9, -2.8], [-1.0, 1.4, 0.4], [2.6, 2.1, -0.7], [2.4, -0.1, -0.4], [0.6, 0.8, 0.1], [0.2, -0.7, 1.2]]}

---

{"formula": "C13H10BF4IN4O2S2Sn", "method": "the ωB97M-V functional and the def2-TZVPD basis", "energy_ha": -2603.2639, "charge": 2, "orbital_gap_ha": [0.201, 0.168], "homo_energy_ev": [-14.17, -14.21], "e_above_lowest_kj_mol": 76.0, "elements": ["B", "S", "N", "N", "C", "C", "H", "H", "C", "H", "Sn", "C", "C", "C", "C", "I", "F", "C", "H", "H", "C", "H", "C", "H", "H", "H", "C", "S", "C", "O", "F", "N", "F", "H", "C", "F", "N", "O"], "coordinates": [[-0.08855, -3.78642, 0.55444], [5.88275, -0.32878, -0.81612], [1.73376, 1.96662, 0.44282], [3.42212, -0.12517, -0.00670], [-1.60108, -0.41359, -0.43091], [1.04097, 3.08062, 0.48413], [-0.76248, 4.00634, 0.70334], [3.07589, -2.58984, -0.40747], [-3.67501, -0.03021, 0.99316], [-3.03158, 0.25433, 1.81436], [1.03061, -0.58169, 1.00736], [-3.10078, -0.37726, -0.23682], [3.91734, 1.12887, -0.10992], [5.25749, 1.20816, -0.51620], [-5.26570, -0.80476, -1.19563], [-7.83686, -0.54288, 0.27515], [1.34928, -2.09594, -0.31605], [3.36512, 3.56650, -0.01678], [-0.77501, 2.25566, 0.72068], [-3.41362, -1.05814, -2.24393], [3.04143, 2.22897, 0.12674], [5.85863, 2.09311, -0.64678], [-5.03584, -0.06855, 1.14843], [-5.89846, -1.10020, -2.02084], [4.32276, 3.99992, -0.25313], [-5.50071, 0.18901, 2.08995], [-5.84705, -0.45828, 0.05004], [1.99381, 4.53467, 0.21207], [-3.90346, -0.77179, -1.32344], [-1.15084, -1.13549, -1.29202], [-0.80054, -4.02767, -0.51083], [-0.26328, 3.13409, 0.72361], [0.94240, -4.52574, 0.88580], [4.74459, -2.96596, -0.81644], [4.31248, -1.02141, -0.39694], [-0.50654, -2.85640, 1.43299], [4.05787, -2.30809, -0.48394], [-0.89192, 0.32740, 0.37584]], "forces_ev_per_a": [[0.1, 0.0, 0.0], [0.0, 0.0, 0.0], [0.0, -0.1, -0.3], [-0.1, 0.1, -0.2], [0.1, 0.0, -0.2], [0.0, 0.0, 0.1], [0.0, 0.0, 0.0], [0.0, 0.0, 0.0], [0.0, 0.0, 0.1], [0.0, 0.0, 0.0], [0.2, 0.2, 0.4], [0.0, 0.0, -0.1], [-0.1, 0.1, 0.1], [0.0, -0.1, 0.0], [0.0, 0.0, 0.0], [-0.1, 0.0, 0.0], [-0.1, 0.0, 0.1], [0.0, -0.1, 0.0], [0.0, 0.0, 0.0], [0.0, 0.0, 0.0], [0.1, 0.0, 0.0], [0.0, 0.0, 0.0], [0.0, 0.0, 0.0], [0.0, 0.0, 0.0], [0.0, 0.0, 0.0], [0.0, 0.0, 0.0], [0.2, 0.0, 0.0], [0.0, 0.0, 0.0], [-0.1, 0.0, 0.0], [-0.1, 0.0, 0.0], [-0.1, 0.0, -0.1], [0.0, 0.0, 0.0], [0.1, -0.1, 0.0], [0.0, 0.0, 0.0], [0.0, -0.2, 0.0], [-0.1, 0.1, 0.0], [0.0, 0.1, -0.1], [0.0, -0.2, 0.1]]}